DFT (ωB97M-V/def2-TZVPD) results for 19 unconnected molecules or ions with the total composition C76H114O38.

Positions of all 228 atoms, in Å:
O (4.56028, -2.24846, -4.49563)
C (3.56951, -2.96987, -4.24918)
O (2.99681, -3.75597, -5.14749)
C (1.97261, -4.56690, -4.53520)
C (2.30573, -4.53038, -3.07374)
C (2.91098, -3.13235, -2.94621)
H (2.00007, -5.56527, -4.93586)
H (0.99822, -4.13278, -4.64982)
H (3.04128, -5.24648, -2.83919)
H (1.43424, -4.72096, -2.52922)
H (3.62006, -2.96528, -2.11585)
H (2.17999, -2.33498, -2.86398)
O (-0.64088, 4.35541, -0.56407)
C (-1.02970, 3.68477, -1.46705)
O (-0.08365, 3.33743, -2.44672)
C (-0.81133, 2.80487, -3.63370)
C (-2.32043, 2.59357, -3.22671)
C (-2.37614, 3.26100, -1.84845)
H (-0.32572, 1.91225, -4.02563)
H (-0.77641, 3.59503, -4.36673)
H (-2.47668, 1.52570, -3.09077)
H (-2.97520, 3.03575, -3.97900)
H (-2.74648, 2.59905, -1.03427)
H (-3.01621, 4.11998, -1.89782)
O (-0.88797, -2.01939, 3.75171)
C (-1.92414, -1.48159, 3.34036)
O (-2.98619, -2.20159, 2.99768)
C (-4.10946, -1.36342, 2.82809)
C (-3.55607, 0.10793, 2.83963)
C (-2.04517, 0.00308, 3.14001)
H (-4.71785, -1.53758, 3.75013)
H (-4.71894, -1.65432, 1.96323)
H (-4.17847, 0.74321, 3.42476)
H (-3.67215, 0.45124, 1.81547)
H (-1.72433, 0.51489, 4.00194)
H (-1.54195, 0.30792, 2.23601)
O (2.68406, 2.16067, 1.86398)
C (2.63233, 3.13379, 1.17300)
O (2.78569, 3.05075, -0.13780)
C (2.68857, 4.33008, -0.79813)
C (2.56587, 5.38497, 0.30884)
C (2.60889, 4.55761, 1.63581)
H (1.69783, 4.32405, -1.37599)
H (3.58657, 4.39824, -1.44844)
H (1.76622, 6.03345, 0.18102)
H (3.44051, 5.99064, 0.18308)
H (1.87784, 4.73195, 2.42657)
H (3.55223, 4.63749, 2.16932)
O (1.89501, 1.55489, -6.24985)
C (2.56426, 1.44868, -5.26315)
O (3.66618, 2.13841, -5.02883)
C (4.11545, 1.91142, -3.65791)
C (2.86428, 1.24971, -2.97966)
C (2.24994, 0.47555, -4.12677)
H (4.40480, 2.87343, -3.24858)
H (4.95893, 1.23763, -3.65926)
H (2.12841, 2.03792, -2.66225)
H (3.25275, 0.81150, -2.10965)
H (1.17046, 0.30090, -4.09014)
H (2.70262, -0.49740, -4.37377)
O (6.22115, -5.11547, -3.02205)
C (6.82193, -4.09017, -2.89338)
O (6.57554, -3.32440, -1.79766)
C (7.28583, -2.06416, -1.98619)
C (7.74692, -2.05306, -3.43105)
C (7.81660, -3.54313, -3.76942)
H (8.09900, -2.03201, -1.23618)
H (6.59889, -1.15517, -1.90942)
H (8.62367, -1.47546, -3.53968)
H (6.89909, -1.66658, -4.00285)
H (8.79159, -3.88894, -3.50068)
H (7.74020, -3.78946, -4.82301)
O (-1.19931, -4.51810, -1.40688)
C (-1.37882, -4.51406, -0.21646)
O (-0.30198, -4.51061, 0.62676)
C (-0.68841, -4.65881, 1.99846)
C (-2.19321, -5.08340, 1.94205)
C (-2.66794, -4.43110, 0.63577)
H (-0.40832, -3.77091, 2.57188)
H (-0.10649, -5.43912, 2.54423)
H (-2.77215, -4.74707, 2.83458)
H (-2.34983, -6.16560, 1.87166)
H (-2.86238, -3.34932, 0.77394)
H (-3.55405, -4.87211, 0.05503)
O (-6.29125, 3.35738, 0.99548)
C (-6.11514, 2.52204, 0.17080)
O (-5.62907, 1.30051, 0.44707)
C (-5.50599, 0.48678, -0.70528)
C (-5.61299, 1.40687, -1.98065)
C (-6.34110, 2.63059, -1.35198)
H (-6.37667, -0.21987, -0.69259)
H (-4.56396, -0.03811, -0.52192)
H (-6.15889, 0.94237, -2.80919)
H (-4.62041, 1.70979, -2.36054)
H (-7.38478, 2.67516, -1.57964)
H (-5.89675, 3.54740, -1.72749)
O (-3.51439, -1.41427, 6.04772)
C (-3.84507, -0.40986, 6.57978)
O (-4.77657, 0.48057, 6.08321)
C (-4.64535, 1.76007, 6.73377)
C (-4.11324, 1.51460, 8.15243)
C (-3.43304, 0.09622, 7.91750)
H (-5.65364, 2.10872, 6.76705)
H (-3.92424, 2.32146, 6.10953)
H (-4.97071, 1.35467, 8.83803)
H (-3.41152, 2.29880, 8.42046)
H (-3.68590, -0.60398, 8.74909)
H (-2.38498, 0.25122, 8.05717)
O (-2.16977, 0.87402, -0.19341)
C (-1.11647, 0.26592, -0.16155)
O (-1.10902, -1.02535, 0.28902)
C (0.26727, -1.37116, 0.51830)
C (1.19587, -0.17237, 0.18096)
C (0.23216, 0.79511, -0.50674)
H (0.40015, -2.35954, 0.04954)
H (0.46710, -1.61797, 1.56267)
H (1.96357, -0.48130, -0.58858)
H (1.77007, 0.30397, 0.95799)
H (0.27329, 0.69193, -1.60626)
H (0.29730, 1.79985, -0.21004)
O (-1.45460, 5.71262, -4.66812)
C (-0.37240, 6.13585, -4.67045)
O (0.30844, 6.41419, -5.78922)
C (1.71713, 6.61086, -5.41024)
C (1.89395, 6.13039, -4.01211)
C (0.49735, 6.30390, -3.47127)
H (1.95851, 7.68333, -5.48005)
H (2.30138, 5.97786, -6.16916)
H (2.60588, 6.81084, -3.57596)
H (2.21710, 5.03563, -3.97747)
H (0.41636, 7.31629, -2.95268)
H (0.15941, 5.61728, -2.70023)
O (5.62480, 4.16809, -0.68924)
C (5.82468, 3.26780, 0.08407)
O (6.07091, 3.58957, 1.42106)
C (6.20353, 2.38888, 2.15175)
C (6.61109, 1.30821, 1.19622)
C (5.90294, 1.74819, -0.05606)
H (5.22944, 2.28002, 2.60993)
H (6.99336, 2.52791, 2.93088)
H (6.38510, 0.29700, 1.57002)
H (7.72644, 1.44843, 0.96281)
H (4.87733, 1.40611, -0.08001)
H (6.37378, 1.43539, -0.97316)
O (0.40833, 4.79158, 4.02777)
C (-0.58877, 4.60540, 3.39483)
O (-1.30279, 3.48982, 3.47213)
C (-2.55472, 3.53670, 2.74635)
C (-2.70701, 4.96809, 2.14813)
C (-1.30641, 5.55596, 2.47415)
H (-3.38282, 3.24469, 3.48930)
H (-2.52478, 2.92044, 1.85483)
H (-3.44069, 5.56942, 2.67300)
H (-2.99090, 4.97027, 1.08983)
H (-1.29359, 6.56602, 2.98492)
H (-0.71194, 5.68387, 1.57815)
O (-5.86070, -2.71500, -1.33702)
C (-6.06396, -3.50694, -0.44587)
O (-5.92103, -3.08772, 0.83593)
C (-5.86971, -4.13687, 1.73604)
C (-6.49848, -5.38224, 0.99502)
C (-6.56808, -4.91531, -0.45658)
H (-6.38497, -3.79940, 2.60756)
H (-4.87237, -4.36057, 2.04980)
H (-7.49582, -5.62317, 1.34601)
H (-5.91870, -6.21974, 1.21324)
H (-7.60471, -4.86099, -0.93012)
H (-5.93675, -5.49920, -1.17272)
O (-1.66175, 0.19431, -5.80878)
C (-1.20635, 0.93600, -6.68185)
O (-1.14531, 2.24908, -6.45318)
C (-0.56206, 3.03826, -7.47241)
C (-0.51803, 2.06642, -8.63427)
C (-0.55447, 0.65764, -8.03568)
H (0.40885, 3.34976, -7.07200)
H (-1.13872, 3.92224, -7.63394)
H (0.40826, 2.20480, -9.25191)
H (-1.45542, 2.19878, -9.24050)
H (0.47638, 0.36743, -7.79105)
H (-1.10513, -0.08341, -8.61060)
O (0.28781, -1.91558, -3.81310)
C (-0.85152, -2.10276, -3.53231)
O (-1.43296, -1.44628, -2.52096)
C (-2.87431, -1.77649, -2.42112)
C (-3.20636, -2.16986, -3.83500)
C (-1.88797, -2.91896, -4.24341)
H (-3.35578, -0.87744, -2.04511)
H (-3.01876, -2.49922, -1.61388)
H (-3.33431, -1.21310, -4.36747)
H (-4.11332, -2.74955, -3.81701)
H (-1.68671, -2.99894, -5.27640)
H (-1.88066, -3.89650, -3.79284)
O (-3.59880, -5.01418, 7.82426)
C (-2.59269, -4.39398, 7.87311)
O (-2.11477, -3.68145, 8.95698)
C (-0.75397, -3.26754, 8.77923)
C (-0.74667, -3.05045, 7.26302)
C (-1.47295, -4.27850, 6.84174)
H (-0.10194, -4.03440, 9.23255)
H (-0.55681, -2.25248, 9.29119)
H (0.25861, -3.00372, 6.77015)
H (-1.32665, -2.24116, 6.96698)
H (-0.85402, -5.15478, 7.03340)
H (-1.89637, -4.35403, 5.86753)
O (4.60798, -1.33198, -0.38411)
C (4.37075, -2.27791, 0.27836)
O (5.02808, -2.43436, 1.43239)
C (4.68770, -3.66668, 2.07985)
C (3.27055, -3.90699, 1.61986)
C (3.37564, -3.44265, 0.14804)
H (4.89093, -3.49808, 3.14206)
H (5.42842, -4.43614, 1.71369)
H (2.58843, -3.22409, 2.12794)
H (3.04607, -4.96995, 1.71926)
H (2.52208, -3.25747, -0.45530)
H (4.01974, -4.20717, -0.38468)
O (0.52418, 0.98663, 6.97922)
C (1.10246, 0.46469, 6.06296)
O (1.33060, -0.88358, 6.08013)
C (1.82102, -1.30262, 4.83942)
C (1.59108, -0.18020, 3.84958)
C (1.54408, 1.04086, 4.71927)
H (1.30286, -2.21983, 4.60986)
H (2.87220, -1.46246, 4.95968)
H (0.67400, -0.34837, 3.27148)
H (2.39147, -0.27047, 3.13045)
H (0.81408, 1.79109, 4.44849)
H (2.51933, 1.49213, 4.84141)

Total energy   -158469.329 eV
Frontier orbital gap   0.372 Eh
Net charge   0
Strongest force on any atom   3.9 eV/Å
ΔE to the lowest compared entry with this formula, charge and spin   14.00 kcal/mol
Lowest unoccupied orbital energy   0.32 eV